Record 1
Below is C20H25N3O5S in the gas phase, with properties calculated with the ωB97M-V functional and the def2-TZVPD basis.

The HOMO-LUMO gap comes out at 0.343 Eh. As for the total energy: -1715.78803 a.u. The SMILES is CC(C)[C@@H](NS(=O)(=O)c1ccc2c(c1)OCCO2)C(=O)NCCc1ccccn1. The charge is 0. As for the LUMO energy: 0.71 eV. The value obtained for the relative energy (zero: lowest compared OMol25 entry of this formula, charge and spin) is 25.50 kcal/mol. Its HOMO energy is -8.63 eV.

CARTESIAN COORDINATES (ANGSTROEM)
C  4.07123  1.69934  1.82183
C  4.25565  1.66810  0.30596
C  5.66627  1.21573  -0.06666
C  3.20324  0.79054  -0.39149
N  3.12058  -0.53387  0.20878
S  2.60274  -1.82316  -0.71449
O  2.46315  -1.41228  -2.09110
O  3.46669  -2.92638  -0.41251
C  0.97511  -2.14664  -0.06322
C  0.77282  -2.14176  1.30385
C  -0.49306  -2.39167  1.79748
C  -1.55582  -2.63111  0.92999
C  -1.34265  -2.60490  -0.45908
C  -0.06046  -2.37744  -0.94393
O  -2.36089  -2.76943  -1.34658
C  -3.63343  -2.54565  -0.76158
C  -3.74285  -3.33471  0.54044
O  -2.77886  -2.88091  1.47036
C  1.80421  1.43330  -0.35467
O  1.52450  2.41094  0.30954
N  0.92518  0.81229  -1.16001
C  -0.45015  1.25098  -1.25949
C  -1.22572  1.00709  0.04660
C  -2.61852  1.54823  -0.06341
C  -2.85664  2.91750  0.04127
C  -4.15042  3.38595  -0.09303
C  -5.16980  2.47398  -0.32629
C  -4.83492  1.13408  -0.41122
N  -3.59747  0.67980  -0.28637
H  3.06604  2.03048  2.06189
H  4.23348  0.71875  2.26288
H  4.78110  2.39524  2.26281
H  4.10041  2.68370  -0.07227
H  6.40179  1.86459  0.40281
H  5.81247  1.25356  -1.14393
H  5.85423  0.19619  0.26651
H  3.47615  0.68668  -1.45378
H  3.96885  -0.79561  0.68766
H  1.60076  -1.94491  1.96312
H  -0.69126  -2.40535  2.85687
H  0.11509  -2.36859  -2.00703
H  -4.36942  -2.88173  -1.49210
H  -3.75209  -1.47165  -0.55666
H  -4.71512  -3.19215  1.01388
H  -3.58381  -4.40257  0.33809
H  1.23974  0.01960  -1.70481
H  -0.92379  0.71725  -2.08346
H  -0.45759  2.32548  -1.47366
H  -1.25831  -0.06027  0.25765
H  -0.69282  1.51716  0.84986
H  -2.03513  3.59037  0.23209
H  -4.36458  4.44208  -0.01501
H  -6.19397  2.79403  -0.43593
H  -5.59194  0.37978  -0.58843



Record 2
Below is C3H6N2 in the gas phase, with properties calculated with the ωB97M-V functional and the def2-TZVPD basis.

The HOMO-LUMO gap comes out at 0.385 Eh. As for the total energy: -227.38726 a.u. The SMILES is CNCC#N. The charge is 0. As for the LUMO energy: 0.89 eV. The value obtained for the relative energy (zero: lowest compared OMol25 entry of this formula, charge and spin) is 23.58 kcal/mol. Its HOMO energy is -9.59 eV.

CARTESIAN COORDINATES (ANGSTROEM)
C  0.15782  -0.11809  -1.47971
N  -0.70517  -0.10436  -0.30154
C  -0.29324  -0.40867  1.05305
C  0.69138  0.54409  1.62429
N  1.38329  1.39563  1.99470
H  0.74717  0.80102  -1.61247
H  -0.52369  -0.20464  -2.33368
H  0.84257  -0.97081  -1.52504
H  -1.12292  0.81549  -0.25678
H  -1.21147  -0.30430  1.64193
H  0.03427  -1.44536  1.19525



Record 3
Below is 3 unconnected molecules or ions with the total composition C6H12O2, with properties calculated with the ωB97M-V functional and the def2-TZVPD basis.

The HOMO-LUMO gap comes out at 0.337 Eh. As for the total energy: -386.14798 a.u. The charge is 0. As for the LUMO energy: 0.42 eV. The value obtained for the relative energy (zero: lowest compared OMol25 entry of this formula, charge and spin) is 108.04 kcal/mol. Its HOMO energy is -8.74 eV.

CARTESIAN COORDINATES (ANGSTROEM)
C  0.49435  -0.98471  -1.86786
C  1.13583  -1.30301  0.40776
O  1.16646  -0.02014  -2.29954
H  1.37817  0.91631  -1.30470
H  -0.54884  -0.84103  -1.56363
H  0.82843  -2.00334  -2.08593
H  0.58937  -2.18869  0.09286
H  0.96328  -1.29880  1.48008
H  2.20080  -1.37667  0.20673
C  -1.49746  0.15369  1.54290
C  -0.71267  0.85851  0.47136
C  0.76689  0.73724  0.54553
C  -1.29020  1.56142  -0.50432
O  1.52795  1.35609  -0.32449
H  1.16350  0.79927  1.55978
H  -1.49594  -0.92641  1.38160
H  -1.06612  0.33623  2.52973
H  -2.53282  0.49128  1.55234
H  -0.70503  2.08553  -1.24652
H  -2.36597  1.64721  -0.57368



Record 4
Below is 2 unconnected molecules or ions with the total composition Cl2H2OSi, with properties calculated with the ωB97M-V functional and the def2-TZVPD basis.

The HOMO-LUMO gap (spin up / spin down) comes out at 0.337 / 0.201 Eh. As for the total energy: -1286.15533 a.u. The charge is 0. As for the LUMO energy (spin up / spin down): -1.03 / -2.14 eV. The value obtained for the relative energy (zero: lowest compared OMol25 entry of this formula, charge and spin) is 189.40 kcal/mol. Its HOMO energy (spin up / spin down) is -10.20 / -7.61 eV.

CARTESIAN COORDINATES (ANGSTROEM)
O  -2.48167  -2.99194  2.67654
Si  -0.88158  -0.09652  -0.51330
Cl  -2.74773  -2.15292  1.40577
Cl  -1.52825  0.70760  -2.24371
H  -0.92718  1.02661  0.42919
H  -0.01297  -1.23588  -0.41523



Record 5
Below is 7 unconnected molecules or ions with the total composition C3H18O8, with properties calculated with the ωB97M-V functional and the def2-TZVPD basis.

The HOMO-LUMO gap comes out at 0.393 Eh. As for the total energy: -726.94174 a.u. The SMILES is CCC(=O)O.O.O.O.O.O.O. The charge is 0. As for the LUMO energy: 0.18 eV. The value obtained for the relative energy (zero: lowest compared OMol25 entry of this formula, charge and spin) is 49.77 kcal/mol. Its HOMO energy is -10.50 eV.

CARTESIAN COORDINATES (ANGSTROEM)
C  0.45744  2.83077  0.91630
C  -0.81987  1.97713  0.61696
C  -0.62111  0.53599  1.25030
O  0.06827  -0.37446  0.91756
O  -1.72219  0.35839  2.16509
H  1.35504  2.43038  0.70716
H  0.44286  3.24216  1.93409
H  0.53344  3.76759  0.15264
H  -1.81822  2.43236  0.90143
H  -1.09547  1.84208  -0.45478
H  -1.97436  -0.45557  2.37349
O  -1.84711  1.11584  -1.78206
H  -2.16639  0.15958  -1.77229
H  -1.06315  0.97093  -2.23579
O  -0.95316  -1.37274  -2.66909
H  -0.28347  -1.15097  -3.35127
H  -0.53392  -2.06069  -2.18672
O  1.82146  -1.91268  2.22653
H  1.16195  -1.44234  1.83744
H  2.55831  -2.23293  1.87032
O  -1.20324  -2.18604  2.48250
H  -0.27880  -2.05893  2.88770
H  -0.79325  -2.36205  1.65168
O  1.59643  -1.71959  -0.81993
H  0.81253  -1.48325  -0.42989
H  2.12167  -1.90343  -0.06644
O  1.14527  0.29224  -3.22981
H  1.44867  -0.29229  -2.51591
H  1.65037  1.05251  -3.37719



Record 6
Below is a molecular structure, C51H38IN6PTa, with properties calculated with the ωB97M-V functional and the def2-TZVPD basis.

The HOMO-LUMO gap comes out at 0.249 Eh. As for the total energy: -2990.76788 a.u. The charge is +1. As for the LUMO energy: -3.55 eV. The value obtained for the relative energy (zero: lowest compared OMol25 entry of this formula, charge and spin) is 0.00 kcal/mol. Its HOMO energy is -10.34 eV.

CARTESIAN COORDINATES (ANGSTROEM)
Ta  0.10562  0.68853  0.85111
C  3.97133  2.86768  1.95116
C  2.63497  2.54051  1.68014
N  2.25043  1.31264  1.38616
C  3.18610  0.31173  1.35111
C  4.53144  0.55124  1.64250
C  4.90999  1.87894  1.93290
C  5.43506  -0.53866  1.68847
C  4.95005  -1.79633  1.50570
C  3.58135  -2.02943  1.21744
C  2.70045  -0.98624  1.08462
N  1.33147  -1.04182  0.77623
C  0.70862  -2.30370  0.63661
C  1.20462  -3.41728  0.01583
C  0.51582  -4.65526  0.10003
C  -0.65136  -4.77046  0.79983
C  -1.24097  -3.60385  1.35024
C  -2.49883  -3.57293  1.99213
C  -3.04020  -2.37787  2.36685
C  -2.34798  -1.19000  2.07164
N  -1.16533  -1.18513  1.50008
C  -0.58245  -2.38225  1.19002
H  4.22707  3.89132  2.18516
H  1.86428  3.29622  1.70378
H  5.94867  2.09357  2.15534
H  6.48234  -0.35852  1.89468
H  5.61337  -2.64892  1.57598
H  3.25043  -3.05116  1.12012
H  2.12498  -3.36102  -0.54905
H  0.94483  -5.52105  -0.38746
H  -1.15323  -5.72457  0.90295
H  -3.03053  -4.50196  2.16496
H  -4.00222  -2.31931  2.85621
H  -2.77933  -0.22879  2.31686
C  2.59644  -0.58026  -2.42385
C  1.77586  -1.69573  -3.01255
C  2.42589  -2.60657  -3.84140
C  1.73841  -3.61640  -4.49523
C  0.36616  -3.71766  -4.33917
C  -0.30035  -2.82338  -3.51413
C  0.38703  -1.82326  -2.82374
P  -0.51124  -0.57764  -1.79714
C  -2.26438  -1.11487  -1.86377
C  -2.43338  -2.43848  -1.43630
C  -3.67980  -3.02708  -1.31826
C  -4.80700  -2.28151  -1.62583
C  -4.65718  -0.97130  -2.04282
C  -3.40948  -0.35201  -2.16424
C  -3.43198  1.09131  -2.62449
C  -0.29685  0.88325  -2.83222
C  -0.60368  0.89021  -4.19445
C  -0.45500  2.04461  -4.93725
C  0.01115  3.20242  -4.31245
C  0.36930  3.17514  -2.97620
C  0.25035  2.00283  -2.22198
C  0.84638  1.94891  -0.83684
H  3.60935  -0.92022  -2.20031
H  2.16536  -0.19887  -1.50697
H  2.66949  0.25449  -3.12763
H  3.49659  -2.50612  -3.98437
H  2.26947  -4.30679  -5.13842
H  -0.19207  -4.48731  -4.85722
H  -1.37240  -2.91228  -3.41829
H  -1.55644  -3.03995  -1.22421
H  -3.76626  -4.05837  -0.99693
H  -5.79786  -2.70855  -1.53500
H  -5.54129  -0.38924  -2.27049
H  -4.42169  1.50876  -2.44274
H  -3.23905  1.17042  -3.69343
H  -2.69618  1.72169  -2.12670
H  -0.98043  -0.01251  -4.66630
H  -0.70701  2.05382  -5.98979
H  0.12343  4.11784  -4.87970
H  0.77711  4.06562  -2.51075
H  0.88046  2.95722  -0.41314
H  1.88912  1.64061  -0.93903
I  0.81503  -0.30517  3.91224
C  0.52911  1.62488  4.59758
C  0.78760  1.85326  5.91650
C  0.58695  3.14463  6.45008
C  0.12990  4.13645  5.64032
C  -0.14013  3.89981  4.26812
C  -0.62011  4.96877  3.47035
C  -0.90485  4.77303  2.15857
C  -0.70909  3.49460  1.59026
C  -0.21228  2.40736  2.28671
C  0.05958  2.61300  3.69035
H  1.13764  1.05428  6.55568
H  0.79145  3.33031  7.49591
H  -0.04097  5.13238  6.03206
H  -0.76863  5.93620  3.93578
H  -1.28899  5.58063  1.54776
H  -0.96738  3.39223  0.54385
N  -6.38863  0.49148  0.47140
C  -5.33882  0.96866  0.49886
N  -4.17352  1.59501  0.55520
C  -2.98709  1.30033  0.47093
N  -1.80403  1.17927  0.43692



What did the fifth record say?
Below is 7 unconnected molecules or ions with the total composition C3H18O8, with properties calculated with the ωB97M-V functional and the def2-TZVPD basis.

The HOMO-LUMO gap comes out at 0.393 Eh. As for the total energy: -726.94174 a.u. The SMILES is CCC(=O)O.O.O.O.O.O.O. The charge is 0. As for the LUMO energy: 0.18 eV. The value obtained for the relative energy (zero: lowest compared OMol25 entry of this formula, charge and spin) is 49.77 kcal/mol. Its HOMO energy is -10.50 eV.

CARTESIAN COORDINATES (ANGSTROEM)
C  0.45744  2.83077  0.91630
C  -0.81987  1.97713  0.61696
C  -0.62111  0.53599  1.25030
O  0.06827  -0.37446  0.91756
O  -1.72219  0.35839  2.16509
H  1.35504  2.43038  0.70716
H  0.44286  3.24216  1.93409
H  0.53344  3.76759  0.15264
H  -1.81822  2.43236  0.90143
H  -1.09547  1.84208  -0.45478
H  -1.97436  -0.45557  2.37349
O  -1.84711  1.11584  -1.78206
H  -2.16639  0.15958  -1.77229
H  -1.06315  0.97093  -2.23579
O  -0.95316  -1.37274  -2.66909
H  -0.28347  -1.15097  -3.35127
H  -0.53392  -2.06069  -2.18672
O  1.82146  -1.91268  2.22653
H  1.16195  -1.44234  1.83744
H  2.55831  -2.23293  1.87032
O  -1.20324  -2.18604  2.48250
H  -0.27880  -2.05893  2.88770
H  -0.79325  -2.36205  1.65168
O  1.59643  -1.71959  -0.81993
H  0.81253  -1.48325  -0.42989
H  2.12167  -1.90343  -0.06644
O  1.14527  0.29224  -3.22981
H  1.44867  -0.29229  -2.51591
H  1.65037  1.05251  -3.37719